[1]
Computed, not measured: a structure of composition C26H44BrNOP2Pd in a non-equilibrium geometry, with ωB97M-V/def2-TZVPD.

Output
orbital gap (alpha / beta) = 5.47 / 5.47 eV
spin multiplicity = 1
strongest force on any atom = 3.46 eV/Å
energy = -123311.19326 eV
E_LUMO (alpha / beta) = -0.3 / -0.3 eV

Each line ends with the Löwdin charge.
Positions of all 76 atoms, in Å:
H1 -3.037 2.209 0.538  0.1131
H2 -6.246 3.480 -5.764  0.1037
H3 0.371 1.811 -2.030  0.1045
H4 -0.821 -4.828 0.918  0.0588
C1 -4.516 3.412 -2.778  -0.1981
H5 5.823 -1.405 -0.361  0.0448
H6 5.703 2.082 0.499  0.0686
H7 -3.384 -0.367 0.853  0.0603
C2 3.893 1.011 0.327  -0.4074
H8 -0.941 -3.009 -3.051  0.0714
C3 -2.310 2.010 -2.088  -0.0243
H9 -5.149 4.739 -1.172  0.1084
H10 3.492 1.780 -0.347  0.0408
H11 5.942 0.432 0.983  0.0556
C4 5.424 1.055 0.246  -0.1504
C5 -6.315 5.079 -2.953  -0.1516
C6 -0.328 -0.390 4.989  -0.1339
H12 4.093 -0.787 -2.054  0.0806
H13 0.737 -3.576 -3.277  0.0670
H14 -4.424 2.256 -4.638  0.1025
N1 -6.634 4.720 -4.193  0.0397
H15 0.401 0.265 3.280  0.0744
O1 -0.162 -0.490 3.571  -0.1769
C7 0.077 -2.966 -2.656  -0.1842
C8 -1.470 1.957 -0.923  -0.2380
H16 -6.888 5.886 -2.489  0.1052
H17 1.876 2.337 -0.175  0.0535
H18 -2.613 -2.678 -0.577  0.0760
C9 -2.776 -1.255 1.082  -0.1470
C10 -5.303 4.457 -2.216  -0.0232
H19 2.066 -0.956 2.155  0.0563
H20 -2.234 -0.994 -0.987  0.0446
C11 -3.410 2.848 -1.978  -0.0315
P1 -0.332 -2.099 -0.079  0.8162
C12 4.181 -1.257 2.444  -0.1466
H21 -2.046 -0.983 1.860  0.0479
H22 3.586 1.303 1.344  0.0589
C13 2.923 -1.336 1.565  -0.3962
H23 -0.128 -1.379 5.427  0.0805
C14 0.796 2.487 -0.001  -0.1519
H24 0.975 -3.093 1.609  0.0520
C15 -0.105 -2.859 1.577  -0.3957
H25 2.735 -2.391 1.334  0.0519
H26 -0.461 -4.334 -1.015  0.0640
H27 0.434 -1.926 -2.697  0.0253
H28 -0.656 -4.580 2.684  0.0695
H29 1.193 -3.719 -0.946  0.0754
H30 4.277 -0.290 2.957  0.0717
H31 3.106 -2.210 -1.632  0.0534
C16 -2.123 -1.762 -0.210  -0.4088
C17 3.826 -1.477 -1.237  -0.4006
C18 0.251 2.951 1.185  -0.7467
C19 -1.956 2.311 0.366  -0.0743
H32 4.890 -2.833 0.125  0.0624
C20 -0.008 1.843 -1.002  -0.2318
H33 -0.316 -2.085 2.347  0.0464
H34 -2.048 1.598 -3.069  0.1191
C21 -0.967 -4.111 1.744  -0.1402
Br1 1.315 3.398 2.619  0.7758
C22 -5.931 3.740 -4.753  -0.1472
H35 -3.464 -1.998 1.517  0.0692
P2 2.823 -0.461 -0.085  0.8664
H36 -2.034 -3.872 1.838  0.0629
H37 -1.359 -0.093 5.216  0.0779
H38 5.588 -2.710 -1.481  0.0700
Pd1 0.602 -0.196 -0.830  0.2136
C23 5.089 -2.139 -0.693  -0.1536
C24 -1.136 2.769 1.391  -0.1221
H39 0.362 0.322 5.473  0.0829
H40 5.825 0.849 -0.752  0.0683
H41 4.079 -2.026 3.224  0.0730
H42 -3.483 3.342 -1.015  0.0778
C25 0.161 -3.454 -1.223  -0.4146
H43 5.108 -1.517 1.918  0.0485
C26 -4.886 3.067 -4.093  -0.0178
H44 -1.624 3.087 2.314  0.1040

***

[2]
Computed, not measured: a cluster of 2 separate species, C8H19NSi2 in total in a non-equilibrium geometry, with ωB97M-V/def2-TZVPD.

Output
orbital gap = 7.76 eV
spin multiplicity = 1
strongest force on any atom = 5.10 eV/Å
energy = -25844.97627 eV
E_LUMO = -1.8 eV

Each line ends with the natural charge from an NBO analysis.
Positions of all 30 atoms, in Å:
H1 2.518 1.705 1.755  0.2566
H2 1.839 -0.415 -2.325  0.2340
H3 1.901 1.226 -1.972  0.2381
C1 -2.498 0.645 -1.430  -1.0707
H4 2.787 -2.194 0.517  0.2316
H5 -1.139 -2.133 -1.608  0.2522
Si1 -1.606 -0.272 0.104  1.8144
C2 2.372 0.326 -1.697  -1.0774
C3 -1.495 -2.024 -0.441  -1.1433
H6 2.208 0.147 2.585  0.2480
C4 2.583 0.596 1.562  -1.1623
H7 -0.048 4.554 -0.765  0.2541
H8 -1.686 -0.059 2.543  0.2413
H9 -3.600 0.508 -1.533  0.2296
C5 -0.184 3.501 -0.451  -0.3865
H10 -2.042 0.645 -2.357  0.2258
C6 -0.295 2.471 0.152  0.0693
C7 -2.504 0.005 1.790  -1.1164
H11 -2.487 -2.392 -0.452  0.2455
H12 -2.416 1.663 -1.092  0.2346
H13 3.693 0.495 1.633  0.2450
H14 1.052 -2.194 0.928  0.2265
H15 -3.234 -0.807 2.026  0.2352
H16 3.413 0.287 -1.714  0.2364
H17 -0.954 -2.669 0.257  0.2348
Si2 1.671 -0.098 0.060  1.7906
H18 1.413 -2.693 -0.553  0.2433
N1 -0.030 0.255 0.324  -1.2091
C8 1.833 -2.027 0.216  -1.0717
H19 -3.064 0.949 1.934  0.2505

***

[3]
Computed, not measured: the molecule C5H9NO in a non-equilibrium geometry, with ωB97M-V/def2-TZVPD.

Output
orbital gap = 8.84 eV
spin multiplicity = 1
strongest force on any atom = 1.05 eV/Å
energy = -8865.54851 eV
E_LUMO = 0.5 eV

Each line ends with the natural charge from an NBO analysis.
Positions of all 16 atoms, in Å:
C1 1.865 -0.857 0.583  0.2833
H1 0.245 -2.550 -0.698  0.2314
O1 -0.861 0.604 1.685  -0.8084
C2 -0.053 -1.517 -0.900  -0.6006
H2 -0.335 1.491 -1.699  0.2364
H3 0.869 1.493 0.612  0.2166
H4 -0.389 -0.415 1.429  0.4931
H5 -1.715 0.735 -0.887  0.2301
N1 2.948 -1.062 0.956  -0.3878
C3 0.109 0.795 0.255  0.1485
C4 -0.851 1.386 -0.736  -0.6522
C5 0.513 -0.603 0.178  -0.5229
H6 0.298 -1.266 -1.912  0.2001
H7 -1.201 2.370 -0.417  0.2292
H8 -1.148 -1.498 -0.911  0.2069
H9 -0.394 0.976 2.456  0.4963

***

[4]
Computed, not measured: a structure of composition C15H40AlNOPS, with ωB97M-V/def2-TZVPD.

Output
orbital gap = 5.40 eV
total charge = -1
spin multiplicity = 1
strongest force on any atom = 0.62 eV/Å
energy = -46464.47416 eV
E_LUMO = 2.3 eV

Each line ends with the natural charge from an NBO analysis.
Positions of all 60 atoms, in Å:
S1 3.839 4.841 2.359  0.1269
C1 -1.939 1.959 0.135  -0.3977
H1 1.793 4.308 1.291  0.1953
H2 -2.980 1.690 1.996  0.1942
C2 -3.023 -4.308 -3.394  -0.3981
H3 5.683 4.309 0.967  0.2071
C3 2.508 3.717 1.864  -0.5317
C4 5.386 3.964 1.959  -1.0678
H4 -2.167 -1.040 -2.494  0.2044
H5 -2.018 -4.711 -3.546  0.1949
H6 -5.819 -0.354 0.323  0.2034
C5 -2.152 -1.890 -3.184  -0.3978
C6 -3.666 -0.612 0.422  -0.3992
H7 -3.571 -5.065 -2.826  0.1982
H8 -3.973 -2.675 -2.371  0.1984
H9 -0.860 0.405 -0.948  0.1911
H10 -0.593 2.030 -1.567  0.2083
H11 -3.758 -5.055 -5.296  0.2054
H12 1.112 2.294 2.744  0.1885
O1 7.589 2.258 4.390  -1.0013
H13 -1.578 -0.785 0.882  0.2042
Al1 5.428 1.926 1.906  0.8529
H14 -4.724 -3.744 -4.617  0.1986
H15 1.341 3.826 3.657  0.1903
H16 2.594 2.606 3.682  0.2328
H17 7.479 -1.023 3.389  0.3603
H18 -1.274 1.324 2.074  0.2119
C7 -4.984 -0.068 0.965  -0.6092
H19 -2.652 -1.544 -4.093  0.1961
H20 6.105 4.371 2.672  0.2277
H21 0.179 1.525 -0.064  0.2184
H22 -2.837 1.906 -0.487  0.1850
H23 1.163 -2.809 -2.560  0.2140
C8 -2.457 -0.282 1.295  -0.3975
C9 -2.954 -3.032 -2.558  -0.3981
H24 -0.243 -1.362 -3.995  0.2047
C10 -3.704 -4.114 -4.746  -0.6092
H25 -4.977 1.021 1.025  0.2017
H26 -5.183 -0.460 1.965  0.1990
P1 7.449 1.248 3.038  0.5653
C11 -0.736 1.449 -0.654  -0.6120
H27 -3.505 -0.237 -0.593  0.1930
C12 0.128 -2.607 -2.286  -0.6104
H28 0.132 -1.797 -1.555  0.2083
H29 5.649 1.457 0.369  -0.3994
H30 4.158 1.188 2.576  -0.4045
H31 -1.789 3.017 0.365  0.2052
C13 1.828 3.056 3.056  -0.6169
N1 7.047 -0.260 3.897  -1.1670
H32 -0.261 -3.501 -1.796  0.1965
C14 -0.699 -2.230 -3.512  -0.3989
H33 -2.536 -3.271 -1.577  0.2032
H34 -2.606 -0.714 2.289  0.1988
H35 -0.659 -3.040 -4.246  0.1885
H36 2.921 2.972 1.185  0.2246
H37 -3.740 -1.699 0.335  0.1989
H38 6.902 2.049 5.028  0.4618
H39 -3.164 -3.400 -5.370  0.2017
H40 7.532 -0.235 4.789  0.3560
C15 -2.164 1.210 1.448  -0.3992